This record from the Open Molecules 2025 dataset describes C22H23Cl3N3O3SSbSe4Ti as an isolated structure. The level of theory is ωB97M-V/def2-TZVPD.

**Gap between HOMO and LUMO (alpha / beta)**: 0.230 / 0.220 Ha
**Total charge**: -2
**Relative energy (zero: lowest compared OMol25 entry of this formula, charge and spin)**: 0.254 eV
**Expectation value of S²**: 2.03
**Multiplicity**: 3
**Energy**: -13716.397733 hartree
**HOMO (alpha / beta)**: -2.32 / -2.52 eV

The geometry in XYZ format:
```
61
Properties=species:S:1:pos:R:3:forces:R:3:nbo_charge:R:1
Ti 0.9882 0.1626 0.4090 0.80 -0.01 -0.26 1.34
C -3.6916 -2.9474 3.1288 1.38 -1.21 1.20 -0.24
C -4.2035 -1.8431 2.5389 -0.53 1.78 -0.98 -0.23
C -3.3683 -1.0725 1.7220 0.89 -0.58 0.46 -0.24
C -1.9932 -1.3611 1.5615 0.07 0.47 -0.19 0.22
C -1.4788 -2.3767 2.3603 2.56 -0.82 0.08 -0.24
C -2.3292 -3.1950 3.1145 1.53 0.87 -0.61 -0.21
N -1.2028 -0.5807 0.5803 -0.96 -0.86 -0.10 -0.43
N -2.0079 -0.4742 -0.4983 1.37 1.46 -0.54 -0.32
C -1.4799 0.2705 -1.5616 1.50 -1.81 2.41 0.33
C -2.3748 0.7212 -2.5064 -2.15 -0.32 -0.46 -0.28
C -1.9544 1.4755 -3.5389 1.18 1.14 -2.26 -0.17
C -0.5598 1.6618 -3.7274 -0.61 0.61 -0.92 -0.31
C 0.2734 1.1593 -2.7397 1.24 0.86 -0.89 0.07
N -0.1054 0.5004 -1.6525 -1.99 0.08 0.50 -0.51
H -4.2432 -3.5870 3.7575 -1.07 -0.52 0.63 0.19
H -5.2311 -1.5058 2.7783 0.64 -0.34 -0.50 0.20
H -3.6827 -0.1905 1.2394 -0.72 0.77 -0.50 0.22
H -0.3249 -2.6137 2.4342 -2.45 0.79 -0.43 0.25
H -1.7536 -3.9009 3.7233 -0.98 -0.18 -0.10 0.22
H -3.4432 0.4416 -2.4628 0.76 0.22 0.49 0.23
H -2.6248 1.9393 -4.3019 0.32 -0.67 0.84 0.20
H -0.1825 2.2081 -4.6671 -0.40 -0.92 1.87 0.21
H 1.3368 1.3956 -2.8654 -0.21 -0.44 0.40 0.21
Cl 6.6538 1.9179 -1.6134 0.27 -0.42 -0.04 -0.04
C 4.9986 2.1550 -1.1560 -0.88 1.26 0.28 -0.07
C 4.1425 1.1607 -0.7571 -0.44 -1.14 1.22 -0.22
C 2.7982 1.4069 -0.3281 0.78 -0.99 -1.42 -0.40
Cl 1.6172 -1.8963 -0.8011 -0.08 0.64 0.24 -0.54
C 2.4220 2.6933 -0.6053 -2.03 0.89 0.71 0.31
O 1.1026 3.0585 -0.4903 -0.88 -0.51 0.94 -0.55
C 3.2202 3.7603 -0.9282 1.71 -1.15 -0.74 -0.13
Cl 2.6147 5.2963 -1.3036 -0.44 1.07 0.04 0.01
C 4.5370 3.4670 -1.1864 0.93 0.69 -0.81 -0.24
H 4.5832 0.1771 -0.6650 -0.26 -0.29 -0.02 0.22
H 5.1943 4.2529 -1.5568 -0.09 -0.12 0.22 0.21
C 1.5422 3.1855 2.3251 0.80 1.26 -0.11 -0.26
O 1.0301 2.0850 1.6232 -0.63 -1.46 -0.02 -0.56
C 0.4176 2.1938 0.4061 0.31 -0.49 -1.01 0.25
C -0.9933 2.5816 0.5389 -0.14 -0.37 -1.07 -0.65
H 1.1795 3.1341 3.3252 -0.10 -0.15 0.82 0.22
H 1.2259 4.1860 1.9321 0.24 -0.97 -0.27 0.18
H 2.6288 3.0534 2.3175 -0.18 0.50 0.17 0.22
H -1.5336 1.9604 1.2001 -0.47 -1.32 0.41 0.24
H -1.0512 3.4854 1.0424 -0.04 2.45 0.61 0.21
H -1.4626 2.6312 -0.4295 -0.33 0.14 -0.25 0.22
Se -0.4435 0.4206 5.3895 0.79 -0.18 -0.53 -0.56
Sb 1.9356 0.1841 4.5354 -0.31 0.04 0.55 1.00
Se 3.3548 2.1194 5.0689 -0.15 -0.63 -0.12 -0.77
Se 1.9737 -1.7373 6.1167 -0.06 0.31 -0.19 -0.54
Se 2.2516 -1.0054 2.2748 -0.49 0.49 0.20 -0.46
C 0.2618 -4.6940 -2.3820 -0.49 -3.27 0.95 -0.79
S -1.4582 -5.1229 -2.7104 -0.36 0.64 -0.82 1.15
C -2.2129 -3.4698 -2.2414 1.67 -2.15 0.24 -0.76
O -1.5702 -5.1904 -4.2393 0.08 0.09 1.54 -1.01
H 0.3649 -3.7360 -2.7082 0.85 2.64 -1.03 0.24
H 0.7939 -5.4656 -2.9700 0.04 0.67 0.26 0.23
H 0.5245 -4.7777 -1.3107 -0.30 0.09 -0.52 0.25
H -1.8122 -3.1100 -1.3033 0.23 0.23 0.06 0.25
H -3.2161 -3.7422 -2.1295 -1.70 0.15 -0.01 0.21
H -1.9783 -2.9062 -3.1062 0.01 0.97 -0.63 0.23
```
Positions in Å, forces in eV/Å.